36
Properties=species:S:1:pos:R:3 method="wB97M-V/def2-TZVPD" de_lowest_kj_mol=0.0 e_homo_ev=-11.54 gap_ev=8.22 total_charge=+1 e_tot_ev=-59494.049
In 7.4324 8.4899 11.1724
S 7.1510 12.2174 13.6544
S 4.5185 5.0665 13.4790
S 7.0512 6.5739 12.9392
O 8.8636 7.6992 8.8087
O 7.3721 6.1121 9.1926
N 5.0382 5.9548 11.1971
N 9.3318 9.4028 11.8351
C 11.6697 9.7164 11.8598
C 7.8276 7.2007 9.5062
C 10.5502 9.0009 11.4634
C 3.6876 5.4496 11.0250
C 5.4110 10.9144 12.2019
C 10.2794 11.3537 12.8788
C 9.1609 10.6238 12.4309
C 11.5094 10.8677 12.6033
C 7.7355 11.0046 12.5685
C 5.5856 5.9465 12.3857
C 5.4945 11.8762 13.1643
C 6.7175 10.3471 11.8925
C 9.4627 6.9585 7.6935
C 3.4938 4.4504 12.1448
H 10.5873 8.1015 10.8712
H 12.6333 9.2715 11.5859
H 10.3222 7.5406 7.3955
H 10.0475 12.2873 13.3563
H 2.4654 4.4628 12.5407
H 4.7639 12.4632 13.6741
H 8.7923 6.8065 6.8589
H 3.5715 5.0070 10.0622
H 3.7262 3.4254 11.7920
H 12.3402 11.3856 12.9216
H 9.7250 5.9604 7.9762
H 2.9608 6.2487 11.1797
H 4.4633 10.5188 11.8163
H 5.6049 6.1799 10.3789

=====

29
Properties=species:S:1:pos:R:3 method="wB97M-V/def2-TZVPD" de_lowest_kj_mol=113.5 e_homo_ev=-12.75 gap_ev=9.64 total_charge=+1 e_tot_ev=-16226.194
N 0.0438 -1.6487 -1.4167
C 1.4626 1.4518 0.1361
C -1.3384 0.3286 -0.3171
C -2.0319 1.3780 -0.9269
C 2.3087 -0.8506 0.1361
C -1.8907 -0.4585 0.7356
C -0.0984 -0.5570 -0.2474
C -0.6466 -1.2317 1.0335
C -3.2924 1.6456 -0.4537
C -3.9374 0.8543 0.4992
C 2.7057 1.8637 0.5533
C 1.2704 0.0965 -0.0505
C 3.7559 0.9145 0.6765
C -3.1465 -0.1297 1.1532
C 3.6026 -0.4358 0.4738
H -3.8505 2.4946 -0.8562
H -3.6532 -0.7096 2.0339
H 1.9820 -1.8406 0.1619
H 2.6826 2.8811 0.8747
H -0.7500 -1.8278 -1.9964
H 0.2076 -2.3643 -0.6883
H 0.5232 2.1291 0.1840
H -4.9078 0.9369 0.9008
H 4.3956 -1.1054 0.8384
H -0.2919 -0.6683 1.9332
H 0.8520 -1.4160 -1.9568
H -0.5049 -2.3511 1.1355
H -1.6183 1.8910 -1.7863
H 4.8027 1.1367 1.0428

=====

35
Properties=species:S:1:pos:R:3 method="wB97M-V/def2-TZVPD" de_lowest_kj_mol=0.0 e_homo_ev=-8.67 gap_ev=8.82 smiles="COC(=O)c1sc(NC(=O)COc2ccccc2)nc1C" total_charge=0 e_tot_ev=-36751.053
S 1.4850 -0.4822 -1.5647
O -2.8483 -2.8178 -1.5051
O -1.8734 -0.6808 1.0604
O 4.4351 0.3205 0.8944
O 4.0103 0.7422 -1.2743
N 0.5853 -1.6640 0.5423
N -0.8390 -1.8440 -1.3347
C 0.2867 -1.4198 -0.6862
C -2.0336 -2.2719 -0.8018
C 2.2427 -1.3004 2.3019
C -3.5808 2.7397 -0.5429
C 5.2558 1.4141 -1.3713
C -2.5152 2.8003 0.3420
C -3.5541 0.3360 -0.4020
C 1.7679 -1.1210 0.9083
C 3.7115 0.2283 -0.0688
C -2.4876 0.3988 0.4859
C -1.9704 1.6410 0.8536
C -2.2591 -1.9756 0.6748
C -4.0926 1.5088 -0.9078
C 2.4213 -0.4439 -0.0977
H -4.9228 1.4497 -1.5958
H 3.1971 -0.8042 2.4429
H 5.3312 1.7644 -2.3972
H -1.6271 -2.6443 1.2666
H -1.1417 1.6654 1.5438
H 1.5027 -0.8899 2.9864
H -4.0074 3.6464 -0.9435
H -3.9753 -0.6085 -0.7068
H 6.0742 0.7301 -1.1366
H 2.3411 -2.3627 2.5184
H -0.7871 -1.8920 -2.3463
H -2.1064 3.7561 0.6339
H -3.3151 -2.1720 0.9016
H 5.2891 2.2536 -0.6737

=====

42
Properties=species:S:1:pos:R:3 method="wB97M-V/def2-TZVPD" de_lowest_kj_mol=60.5 multiplicity=2 e_homo_ev="-0.80 / -1.30" gap_ev="4.55 / 5.03" total_charge=-2 e_tot_ev=-94224.213
Sb 1.0674 2.2400 1.9867
Ti 0.2760 -0.2694 0.0053
S -0.2041 3.6365 3.3434
S 0.1266 -0.0513 2.3954
S -0.1299 2.1173 -0.2062
O 2.1906 0.0444 0.0133
O 2.7759 -3.3729 -0.1886
O 4.1591 -0.9522 0.5195
O -3.3332 1.7158 0.5493
O -1.2766 -1.7889 -6.6271
O -6.1087 -2.9228 -1.4491
O 0.9109 -2.1201 0.0405
N -1.6567 -1.0667 -0.1968
N 0.0368 -0.3063 -2.0519
C 0.6893 0.1873 -4.2813
C -1.9417 -1.4543 -1.4832
C -1.3301 -1.0470 -3.8935
C -2.4247 -1.5465 0.8049
C -3.4792 -2.3898 0.5930
C -4.9789 -3.6738 -0.9805
C 2.2181 -2.3287 0.0226
C -0.4620 -0.4944 -4.7744
C -3.0219 -2.3293 -1.7515
C -0.7111 -0.5280 -6.2546
C -3.7868 -2.7951 -0.7260
C 0.8818 0.2603 -2.9368
C -1.0794 -0.9528 -2.4967
C 2.9964 -0.9866 0.2288
H 1.7217 0.7771 -2.4919
H -2.6288 1.6326 -0.1178
H -1.4005 0.2813 -6.5214
H -6.0058 -2.0291 -1.1054
H -2.8130 2.0561 1.2914
H -2.2178 -1.5514 -4.2501
H 0.2299 -0.3501 -6.7833
H -1.4257 -1.7685 -7.5746
H -5.2466 -4.2044 -0.0622
H 1.3982 0.6584 -4.9501
H -4.7576 -4.4159 -1.7489
H -3.2277 -2.6363 -2.7689
H -2.1432 -1.1940 1.7871
H -4.0629 -2.7340 1.4376

=====

35
Properties=species:S:1:pos:R:3 method="wB97M-V/def2-TZVPD" de_lowest_kj_mol=0.0 e_homo_ev=-8.82 gap_ev=8.07 total_charge=0 e_tot_ev=-56546.552
Cl -5.1996 0.7467 1.4257
Cl -4.5193 -2.2700 1.4966
Cl -2.8122 -0.3145 3.0362
O -2.9757 -0.2917 0.2982
N -0.4467 -0.9028 1.1723
C -1.4944 0.2754 -3.4970
C 3.0529 0.2846 0.8889
C -2.0557 -1.1385 -0.0745
C -1.9964 0.1055 -2.2105
C 0.5767 1.1966 1.8035
C 1.9287 -0.5216 0.7586
C -0.0673 -1.6680 -3.2186
C -0.5051 -0.5842 -3.9963
C 0.6880 -0.0800 1.2341
C 4.1637 2.4418 1.5673
C 1.7091 1.9968 1.9354
C -1.5067 -0.9474 -1.4084
C -0.5756 -1.8643 -1.9341
C 2.9511 1.5631 1.4532
B -3.9038 -0.5325 1.4392
H 0.6898 -2.3556 -3.6016
H 3.9014 3.3923 2.0481
H 4.5725 2.6571 0.5724
H -1.1364 -0.7122 1.9311
H -0.4004 1.5223 2.1613
H 4.9546 1.9578 2.1573
H 1.9970 -1.5083 0.3024
H -0.2752 -2.7141 -1.3205
H -1.8728 1.1004 -4.1068
H -2.7562 0.7834 -1.8119
H -0.1944 -1.8977 1.1140
H -2.0410 -2.1421 0.3673
H 4.0305 -0.0902 0.5790
H 1.6346 2.9639 2.4497
H -0.1155 -0.4520 -5.0116

=====

40
Properties=species:S:1:pos:R:3 method="wB97M-V/def2-TZVPD" de_lowest_kj_mol=18.1 multiplicity=2 e_homo_ev="-17.69 / -17.91" gap_ev="7.58 / 6.78" total_charge=+3 e_tot_ev=-129946.098
Ir -0.7676 -0.4703 0.1811
Ge -0.1635 -4.1149 1.1639
Cl 1.4934 -4.3069 -0.0786
Cl -1.5007 -5.7132 1.1575
Cl 0.2007 -3.2933 3.0478
S 1.3722 -0.4998 1.0281
N -1.2735 -2.6449 0.2972
N 1.6348 1.7011 -0.6182
N -2.9867 -2.7604 1.9278
N -0.6537 1.5925 0.0699
N 3.4262 0.4942 -0.4391
C 2.1663 0.6026 -0.0296
C -1.7438 -1.4186 -1.7630
C -3.0001 -0.9942 0.2951
C -2.4648 -2.1990 0.8711
C 4.3713 -0.5516 -0.0241
C 0.4229 2.3349 -0.2542
C -0.7688 4.3807 0.1047
C 0.3968 3.7190 -0.2331
C -1.7787 2.2593 0.4302
C 2.6087 2.2800 -1.4362
C -2.6951 -0.6652 -1.0329
C -1.8837 3.6276 0.4442
C 3.7149 1.5268 -1.3156
C -0.9876 -2.3348 -1.0552
H 5.2558 -0.4745 -0.6484
H -0.1669 -2.8889 -1.4873
H -3.8243 -2.3735 2.3455
H 4.6791 1.6217 -1.7855
H -3.7854 -0.4748 0.8289
H -2.6152 1.6511 0.7336
H -2.6268 -3.6046 2.3556
H 2.4140 3.1436 -2.0464
H 4.6473 -0.4073 1.0180
H -3.1990 0.1701 -1.5027
H -0.7960 5.4623 0.1249
H 1.2975 4.2734 -0.4510
H -2.8173 4.0877 0.7351
H -1.5141 -1.2104 -2.7987
H 3.9113 -1.5275 -0.1607